[1]
Here is a cluster of 2 separate species, C6H10O in total from the OMol25 dataset. Energies are from ωB97M-V/def2-TZVPD.

Cartesian coordinates (Å):
1 C -0.81137 0.63133 0.83008
2 C -0.52528 1.40396 1.86867
3 C 1.46644 0.39539 -0.12016
4 C 0.12200 0.34010 -0.31558
5 C -0.51606 0.32267 -1.60724
6 C -0.01839 -0.15688 -2.76321
7 H -1.81292 0.24382 0.86116
8 H -1.15988 1.52227 2.74416
9 H 0.45871 1.85998 1.99797
10 H 2.05497 0.97174 -0.82024
11 H 1.81620 0.14491 0.86866
12 H -1.51440 0.75404 -1.67806
13 H -0.58056 -0.09530 -3.68260
14 H 0.98914 -0.56796 -2.75402
15 H -0.00446 -2.77829 2.27698
16 H 0.40899 -2.48235 0.86058
17 O -0.37313 -2.50944 1.43286

The total energy is -309.75948 a.u. The gap between HOMO and LUMO is 8.8 eV. For the LUMO energy, the calculation gives 0.274 eV. The total charge is 0.

[2]
Here is a structure of composition C34H38CsN3OPS4Sb from the OMol25 dataset. Energies are from ωB97M-V/def2-TZVPD.

Cartesian coordinates (Å):
1 Cs -1.40139 -1.66728 0.81008
2 C -0.28639 -0.04863 3.55595
3 C 1.07500 -0.63680 3.37646
4 C 1.95294 -0.68655 4.46240
5 C 3.18157 -1.29046 4.29158
6 C 3.49386 -1.83624 3.06075
7 C 2.56980 -1.74763 2.01673
8 N 1.39082 -1.13894 2.18442
9 C 2.84802 -2.37745 0.70829
10 C 4.11518 -2.91729 0.43250
11 C 4.27866 -3.69006 -0.69672
12 C 3.21919 -3.85842 -1.56499
13 C 2.03272 -3.15757 -1.30593
14 N 1.85866 -2.46673 -0.18297
15 C 0.95499 -3.17881 -2.32497
16 C 1.29196 -3.38498 -3.66604
17 C 0.28339 -3.45547 -4.60768
18 C -1.02709 -3.31350 -4.19340
19 C -1.28933 -3.07779 -2.84052
20 C -2.68959 -2.87791 -2.36430
21 N -0.31111 -3.00778 -1.93905
22 H -0.29773 0.68564 4.36052
23 H -0.99980 -0.83542 3.83331
24 H -0.66016 0.41495 2.64143
25 H 1.65757 -0.26862 5.41459
26 H 3.88704 -1.34767 5.11167
27 H 4.44171 -2.33722 2.93014
28 H 4.95285 -2.75767 1.09317
29 H 5.23271 -4.16485 -0.89256
30 H 3.29782 -4.51980 -2.41460
31 H 2.32667 -3.46696 -3.96706
32 H 0.51338 -3.61849 -5.65385
33 H -1.83774 -3.36526 -4.90758
34 H -3.40867 -3.25120 -3.09286
35 H -2.87470 -1.81324 -2.20907
36 H -2.85784 -3.37198 -1.40585
37 S -6.90742 -0.80455 2.71217
38 Sb -4.64755 -1.27577 2.48895
39 S -4.30578 -3.04400 0.97419
40 S -3.48029 0.58796 1.64358
41 S -3.60359 -1.81308 4.50927
42 C -5.52115 -0.14362 -1.49616
43 C -4.80964 0.48774 -2.67396
44 O -3.40659 0.35508 -2.51564
45 C -2.65396 1.09430 -3.43198
46 C -1.19637 1.03013 -3.01653
47 H -6.59682 0.02774 -1.57038
48 H -5.16231 0.30302 -0.56811
49 H -5.33693 -1.21697 -1.43952
50 H -5.06419 1.55649 -2.74257
51 H -5.11569 0.01464 -3.62295
52 H -2.99877 2.13873 -3.45304
53 H -2.77536 0.68681 -4.45076
54 H -1.09552 1.39708 -1.99426
55 H -0.58702 1.64574 -3.68162
56 H -0.83743 -0.00149 -3.05255
57 C 1.95446 1.20148 -0.96413
58 P 0.87308 1.28830 0.53722
59 C 0.04600 2.90823 0.20407
60 C 0.72861 4.09376 -0.07274
61 C 0.03254 5.27554 -0.26603
62 C -1.35641 5.29183 -0.17836
63 C -2.04244 4.11976 0.09721
64 C -1.34445 2.93225 0.28498
65 C 2.10004 1.94064 1.74416
66 C 3.46370 1.66505 1.67444
67 C 4.33609 2.15074 2.63930
68 C 3.86050 2.91782 3.69077
69 C 2.50129 3.19180 3.77731
70 C 1.63182 2.70829 2.81484
71 H 2.53596 0.27782 -0.92781
72 H 2.62094 2.06008 -1.05774
73 H 1.29803 1.14801 -1.83301
74 H 1.81274 4.09950 -0.12391
75 H 0.57263 6.19244 -0.47616
76 H -1.89549 6.22179 -0.31707
77 H -3.12172 4.11564 0.18711
78 H -1.89833 2.02579 0.52675
79 H 3.84996 1.06106 0.86171
80 H 5.39293 1.91593 2.57509
81 H 4.54459 3.30317 4.43767
82 H 2.11848 3.77963 4.60305
83 H 0.57187 2.92178 2.88917

The total energy is -3752.52972 a.u. The gap between HOMO and LUMO is 3.5 eV. For the LUMO energy, the calculation gives 3.075 eV. The total charge is -2.

[3]
Here is a cluster of 4 separate species, C39H50B3F6N4O7 in total from the OMol25 dataset. Energies are from ωB97M-V/def2-TZVPD.

Cartesian coordinates (Å):
1 C -3.43322 -0.83082 -3.35704
2 C -3.10382 -0.27620 -1.85312
3 B -1.49438 -0.20938 -1.63404
4 O -0.70450 -0.46133 -2.85541
5 C -0.66889 0.15507 -0.29357
6 C 0.54970 -0.89421 -0.29947
7 C 1.87771 -0.39640 -1.03760
8 C 3.24534 -0.89950 -0.37690
9 O 3.34733 -1.34678 0.81339
10 N 4.55114 -0.84905 -1.11683
11 C 4.46091 0.34532 -2.02806
12 C 4.53928 1.73611 -1.28561
13 C 4.41354 3.07811 -2.03854
14 C 4.18604 3.00060 -3.58233
15 C 4.13516 1.61572 -4.32505
16 C 4.25940 0.26477 -3.55535
17 O -0.36872 1.57148 -0.54877
18 B -1.31303 2.53599 0.05411
19 C -2.23068 3.25889 -1.11044
20 O -3.62358 3.52615 -0.73563
21 N -4.29134 3.68444 -1.92741
22 O -4.06423 4.74867 -2.42310
23 B -0.74567 3.82896 0.93526
24 O -1.54857 4.21578 2.11368
25 N 0.44069 4.69176 0.65115
26 C 0.93183 5.40833 1.90117
27 C 1.63265 3.93854 0.17141
28 O -1.99775 1.64498 1.05219
29 C -1.39163 0.31169 1.14710
30 C -2.67686 -0.59364 1.43595
31 C -3.18195 -0.71895 2.93628
32 C -3.74406 -2.24612 3.11365
33 C -2.41226 -3.12880 3.43124
34 N -1.99466 -2.99043 4.86244
35 C -0.36495 0.52093 2.39916
36 F -0.04281 -0.74476 3.03332
37 F -0.90911 1.37019 3.41601
38 F 0.87911 1.08764 2.04017
39 H -2.92669 -0.20849 -4.16844
40 H -3.17868 -1.95533 -3.43522
41 H -4.56537 -0.75700 -3.53035
42 H -3.60776 -1.03793 -1.14647
43 H -3.53175 0.77925 -1.76537
44 H -0.40409 0.43268 -3.13922
45 H 0.82471 -1.29077 0.75323
46 H 0.17706 -1.83644 -0.86298
47 H 1.90188 0.74275 -1.24375
48 H 1.85641 -0.87398 -2.09502
49 H 5.23917 -0.61017 -0.37234
50 H 4.67396 1.78916 -0.14553
51 H 4.48265 4.07312 -1.46644
52 H 4.06019 3.99857 -4.14212
53 H 3.96034 1.68862 -5.45589
54 H 4.18781 -0.73009 -4.10092
55 H -1.71060 4.26995 -1.35105
56 H -2.14210 2.65009 -2.09544
57 H -1.11752 3.90516 2.93640
58 H 2.03435 5.74335 1.79472
59 H 0.95449 4.58642 2.72196
60 H 0.23595 6.24438 2.23760
61 H 1.40420 3.47908 -0.86184
62 H 2.51309 4.67193 -0.01931
63 H 2.03584 3.14842 0.89440
64 H -3.54535 -0.11665 0.83932
65 H -2.46842 -1.62633 0.95548
66 H -2.42136 -0.58301 3.76681
67 H -4.04786 0.03206 3.09193
68 H -4.13140 -2.61082 2.09366
69 H -4.51671 -2.31340 3.95021
70 H -1.52602 -2.81148 2.75594
71 H -2.60990 -4.24952 3.21309
72 H -0.97490 -3.01098 4.97996
73 H -2.38228 -2.13724 5.28447
74 F -5.94450 -2.12160 0.72687
75 C -7.09391 -1.73083 1.29538
76 C -8.18180 -2.59001 1.29290
77 C -9.37269 -2.18567 1.88761
78 C -9.46493 -0.92281 2.46831
79 C -8.36701 -0.06671 2.46023
80 C -7.17271 -0.47455 1.87554
81 H -8.09342 -3.56552 0.82891
82 H -10.22801 -2.85297 1.89819
83 H -10.39590 -0.60638 2.92826
84 H -8.44161 0.91805 2.90922
85 H -6.30515 0.17539 1.86779
86 F 0.43911 -8.32363 -0.26406
87 C 0.56446 -7.22626 0.50175
88 C -0.10005 -7.16474 1.71685
89 C 0.03389 -6.03077 2.51184
90 C 0.82218 -4.96702 2.07722
91 C 1.48067 -5.03781 0.85310
92 C 1.35600 -6.17619 0.06270
93 H -0.71548 -7.99864 2.03426
94 H -0.47533 -5.97452 3.46826
95 H 0.92262 -4.08065 2.69597
96 H 2.09083 -4.20642 0.51474
97 H 1.86850 -6.25242 -0.88922
98 F 7.07128 4.26175 -2.81302
99 C 7.90140 3.21987 -2.97665
100 C 9.06091 3.38554 -3.71865
101 C 9.92569 2.30847 -3.88505
102 C 9.61594 1.07530 -3.31662
103 C 8.44630 0.91911 -2.57760
104 C 7.58598 1.99791 -2.40120
105 H 9.28133 4.35058 -4.16037
106 H 10.83942 2.42942 -4.45733
107 H 10.28918 0.23426 -3.45068
108 H 8.20453 -0.04355 -2.13892
109 H 6.67580 1.89485 -1.82142

The total energy is -2935.37754 a.u. The gap between HOMO and LUMO is 6.6 eV. For the LUMO energy, the calculation gives 2.037 eV. The total charge is -1.